(1)
Here is a structure of composition C28H41N4O3PRhS2 from OMol25. Energies are from wB97M-V/def2-TZVPD.

Structure (ORCA input):
```
! wB97M-V def2-TZVPD RIJCOSX def2/J DEFGRID3
* xyz 1 5
Rh 1.194 -0.181 -0.447
C -0.643 -1.905 1.403
C -0.029 -3.229 0.949
C 0.283 -3.395 -0.522
C 0.047 -4.626 -1.126
C 0.344 -4.801 -2.465
C 0.859 -3.732 -3.181
C 1.056 -2.538 -2.517
N 0.788 -2.374 -1.218
N 0.310 -0.800 1.598
C -0.402 0.416 2.015
C 0.491 1.632 1.952
C 0.361 2.671 2.858
C 1.156 3.796 2.704
C 2.063 3.843 1.659
C 2.147 2.753 0.812
N 1.382 1.672 0.956
C 1.376 -1.134 2.551
C 2.622 -1.680 1.897
C 3.478 -2.532 2.581
C 4.638 -2.958 1.959
C 4.908 -2.525 0.669
C 4.002 -1.682 0.057
N 2.883 -1.265 0.657
H -1.171 -2.088 2.350
H -1.383 -1.572 0.674
H -0.744 -4.009 1.213
H 0.868 -3.457 1.532
H -0.373 -5.435 -0.543
H 0.166 -5.754 -2.945
H 1.094 -3.815 -4.233
H 1.423 -1.661 -3.036
H -0.819 0.311 3.024
H -1.237 0.569 1.324
H -0.363 2.604 3.659
H 1.065 4.627 3.392
H 2.698 4.703 1.502
H 2.843 2.737 -0.017
H 1.016 -1.831 3.316
H 1.664 -0.219 3.075
H 3.231 -2.854 3.584
H 5.320 -3.624 2.471
H 5.801 -2.835 0.145
H 4.164 -1.321 -0.951
C -3.659 6.245 -3.014
C -3.614 4.736 -3.108
C -4.967 4.106 -3.363
O -2.967 4.198 -1.905
P -3.635 3.764 -0.559
S -4.564 2.015 -0.521
S -2.272 3.300 0.789
O -4.554 4.999 -0.211
C -5.395 4.997 0.989
C -6.835 5.030 0.531
C -4.986 6.192 1.819
H -3.988 6.656 -3.969
H -2.671 6.645 -2.791
H -4.354 6.565 -2.239
H -2.919 4.433 -3.891
H -5.687 4.386 -2.592
H -4.898 3.020 -3.412
H -5.345 4.468 -4.320
H -5.195 4.073 1.535
H -7.022 5.924 -0.066
H -7.500 5.048 1.395
H -7.069 4.148 -0.065
H -5.138 7.114 1.257
H -3.935 6.121 2.102
H -5.588 6.237 2.727
C -1.310 1.738 -3.369
C -1.214 0.818 -2.163
C -1.940 -0.499 -2.406
O 0.143 0.581 -1.871
H -2.354 1.971 -3.590
H -0.863 1.258 -4.243
H -0.781 2.670 -3.171
H -1.678 1.317 -1.303
H -1.517 -1.012 -3.273
H -3.001 -0.323 -2.591
H -1.847 -1.157 -1.540
*
```

Computed properties:
Energy relative to the best compared isomer or geometry (same formula, charge and spin) (eV): 0.286
<S²>: 6.0197
HOMO energy (spin up / spin down) (eV): -9.73 / -10.91
E (hartree): -2784.4256
M (g mol⁻¹): 679.7

(2)
Here is a structure of composition C28H42As3N2O9P2Ti at a distorted geometry from OMol25. Energies are from wB97M-V/def2-TZVPD.

Structure (ORCA input):
```
! wB97M-V def2-TZVPD RIJCOSX def2/J DEFGRID3
* xyz 0 2
Ti 7.609 15.580 10.896
C 5.477 20.531 11.091
O 6.235 19.371 10.700
C 6.859 19.388 9.496
C 6.800 20.446 8.508
C 7.692 20.402 7.447
C 8.519 19.317 7.257
C 8.621 18.255 8.163
C 7.835 18.331 9.357
N 8.153 17.532 10.455
N 9.412 17.605 10.746
C 9.698 17.483 12.033
C 8.684 17.066 12.957
O 7.609 16.301 12.590
C 8.748 17.424 14.308
C 9.879 18.079 14.782
C 11.054 18.236 13.967
C 12.285 18.648 14.482
C 13.384 18.700 13.685
C 13.361 18.184 12.410
C 12.137 17.823 11.831
C 10.951 17.928 12.554
H 6.158 21.337 11.332
H 4.928 20.269 12.040
H 4.776 20.846 10.286
H 6.034 21.195 8.636
H 7.808 21.227 6.713
H 9.149 19.375 6.372
H 9.449 17.487 8.133
H 7.890 17.193 14.899
H 9.928 18.484 15.785
H 12.314 19.061 15.476
H 14.322 19.073 14.020
H 14.213 18.218 11.823
H 12.103 17.434 10.817
C 5.243 13.110 12.412
As 5.073 14.291 10.809
C 4.715 16.019 11.765
C 3.299 13.710 10.058
C 3.346 12.712 8.848
C 1.845 12.553 8.437
C 4.132 13.455 7.743
As 5.996 14.237 8.096
C 7.010 12.833 7.139
C 5.988 15.791 6.866
C 3.861 11.301 9.260
As 3.694 9.867 7.895
C 2.836 8.498 9.046
C 5.450 8.916 8.021
H 5.720 12.153 12.140
H 4.275 12.938 12.997
H 5.950 13.673 13.040
H 3.698 16.287 11.515
H 5.428 16.791 11.433
H 4.867 15.932 12.824
H 2.766 14.607 9.786
H 2.768 13.275 10.925
H 1.355 13.578 8.325
H 1.222 12.080 9.206
H 1.713 12.031 7.467
H 3.434 14.249 7.442
H 4.291 12.767 6.918
H 6.511 12.630 6.142
H 6.972 11.942 7.784
H 8.031 13.134 6.887
H 6.777 16.495 7.125
H 5.084 16.328 7.127
H 5.957 15.535 5.805
H 3.234 10.939 10.099
H 4.930 11.368 9.594
H 1.851 8.884 9.392
H 3.514 8.103 9.849
H 2.700 7.621 8.353
H 6.143 9.237 7.216
H 5.338 7.828 8.035
H 5.910 9.195 8.934
O 11.269 14.905 9.804
P 10.056 14.104 9.183
O 10.442 13.684 7.824
O 8.848 15.021 9.514
O 9.860 12.811 10.261
P 8.452 12.446 11.042
O 9.007 11.483 12.167
O 7.311 11.873 10.267
O 8.118 13.758 11.853
H 12.057 14.602 9.286
H 8.748 10.565 12.253
*
```

Computed properties:
Energy relative to the best compared isomer or geometry (same formula, charge and spin) (eV): 3.495
<S²>: 0.7887
HOMO energy (spin up / spin down) (eV): -6.71 / -6.70
E (hartree): -10118.5007
M (g mol⁻¹): 885.2

(3)
Here is a structure of composition C28H42AsCaF6O21 at a distorted geometry from OMol25. Energies are from wB97M-V/def2-TZVPD.

Structure (ORCA input):
```
! wB97M-V def2-TZVPD RIJCOSX def2/J DEFGRID3
* xyz 1 1
Ca 24.191 23.083 13.084
As 23.280 20.714 16.100
F 24.154 21.450 17.462
F 24.776 19.857 15.593
F 22.397 19.886 14.766
F 21.748 21.598 16.521
F 23.789 22.024 14.964
F 22.866 19.392 17.170
C 18.267 21.413 16.547
C 17.445 20.432 15.716
C 18.410 19.443 15.025
O 18.116 18.176 15.699
C 17.029 18.360 16.502
O 16.596 17.455 17.191
O 16.579 19.616 16.477
H 17.668 22.102 17.142
H 18.881 22.097 15.961
H 18.893 20.802 17.197
H 16.908 20.984 14.944
H 19.471 19.633 15.189
H 18.120 19.295 13.985
C 28.882 26.934 16.425
C 28.465 25.457 16.715
C 27.398 25.296 17.893
O 26.256 24.760 17.259
C 26.486 24.558 15.922
O 25.702 24.081 15.099
O 27.673 24.981 15.610
H 29.340 27.381 17.307
H 28.005 27.570 16.305
H 29.635 27.127 15.662
H 29.425 24.950 16.808
H 27.155 26.209 18.437
H 27.832 24.694 18.691
C 25.690 19.017 19.062
C 24.406 18.246 19.272
C 24.236 16.969 18.447
O 24.083 15.996 19.470
C 24.146 16.478 20.638
O 24.082 15.811 21.691
O 24.393 17.780 20.570
H 25.667 19.389 18.038
H 26.573 18.433 19.320
H 25.732 19.893 19.710
H 23.616 18.997 19.302
H 25.116 16.849 17.816
H 23.337 16.951 17.831
C 23.550 21.307 20.948
C 22.322 21.345 20.000
C 21.018 20.753 20.536
O 20.001 21.568 19.980
C 20.573 22.737 19.577
O 19.952 23.741 19.229
O 21.886 22.691 19.777
H 24.153 22.142 20.590
H 24.112 20.384 20.804
H 23.332 21.503 21.998
H 22.695 20.847 19.105
H 20.985 20.709 21.624
H 20.800 19.757 20.151
C 17.602 22.047 11.885
C 18.780 21.076 12.021
C 19.715 20.978 10.826
O 20.963 21.425 11.194
C 20.862 21.863 12.519
O 21.765 22.365 13.168
O 19.631 21.696 12.964
H 17.089 22.216 12.831
H 16.852 21.613 11.223
H 17.921 22.991 11.443
H 18.355 20.101 12.259
H 19.277 21.568 10.020
H 19.673 19.924 10.554
C 29.252 21.090 16.849
C 28.877 20.697 15.371
C 27.995 19.478 15.142
O 27.238 19.993 14.034
C 27.191 21.276 14.081
O 26.374 21.953 13.458
O 28.223 21.739 14.834
H 29.936 21.928 16.720
H 29.698 20.251 17.384
H 28.346 21.428 17.350
H 29.789 20.567 14.789
H 27.398 19.087 15.965
H 28.620 18.614 14.915
C 22.047 16.723 14.793
C 23.295 16.506 13.926
C 24.593 16.882 14.610
O 25.222 15.653 14.748
C 24.640 14.702 14.025
O 25.141 13.658 13.693
O 23.436 15.142 13.567
H 21.191 16.761 14.121
H 22.022 17.697 15.282
H 21.877 15.911 15.500
H 23.125 17.167 13.075
H 24.324 17.271 15.592
H 25.057 17.702 14.062
*
```

Computed properties:
Energy relative to the best compared isomer or geometry (same formula, charge and spin) (eV): 7.215
HOMO energy (eV): -11.84
E (hartree): -6184.7807
M (g mol⁻¹): 943.6

(4)
Here is a structure of composition C28H42Ca2F3O20 at a distorted geometry from OMol25. Energies are from wB97M-V/def2-TZVPD.

Structure (ORCA input):
```
! wB97M-V def2-TZVPD RIJCOSX def2/J DEFGRID3
* xyz 3 1
Ca -2.831 -5.761 -4.754
Ca 2.446 -3.216 -5.684
C 0.504 -2.773 -1.877
O 1.420 -1.778 -2.398
O 0.179 -3.394 -3.069
C 1.127 -3.668 -0.711
F 1.090 -3.006 0.496
F 0.484 -4.768 -0.593
F 2.311 -4.111 -0.991
C 1.689 -0.550 -1.523
C 0.520 0.455 -1.226
H 0.717 1.508 -1.020
H -0.097 0.395 -2.122
H -0.105 -0.054 -0.493
H 2.378 0.053 -2.114
H 2.190 -0.768 -0.580
H -0.416 -2.348 -1.476
C 3.879 5.931 -4.557
C 4.738 4.782 -5.083
C 5.478 3.991 -4.084
O 5.447 2.652 -4.465
C 4.436 2.528 -5.327
O 3.924 1.456 -5.597
O 3.987 3.783 -5.662
H 2.846 5.732 -4.842
H 4.119 6.836 -5.116
H 3.764 6.174 -3.501
H 5.374 5.158 -5.884
H 5.031 4.216 -3.116
H 6.463 4.329 -3.762
C -6.226 -0.699 1.060
C -6.240 -0.278 -0.449
C -4.927 -0.027 -1.083
O -4.438 -1.126 -1.788
C -5.367 -2.100 -1.696
O -5.362 -3.131 -2.240
O -6.498 -1.537 -1.093
H -5.633 -0.036 1.689
H -5.780 -1.664 1.300
H -7.245 -0.768 1.442
H -7.002 0.500 -0.465
H -4.237 0.140 -0.256
H -4.989 0.929 -1.603
C -2.834 3.316 -5.847
C -3.081 1.932 -6.320
C -3.337 1.756 -7.882
O -2.571 0.587 -8.127
C -1.683 0.395 -7.076
O -0.809 -0.452 -7.030
O -1.913 1.221 -6.088
H -2.441 3.507 -4.848
H -3.870 3.423 -5.527
H -2.456 4.058 -6.551
H -3.845 1.584 -5.624
H -2.979 2.636 -8.417
H -4.414 1.658 -8.017
C -1.022 -4.846 5.283
C -1.661 -3.967 6.385
C -1.366 -2.515 6.127
O -2.658 -2.021 6.083
C -3.600 -2.979 6.065
O -4.780 -2.744 6.114
O -3.003 -4.096 5.999
H -0.785 -4.211 4.429
H -1.582 -5.687 4.873
H -0.097 -5.287 5.653
H -1.312 -4.128 7.405
H -0.838 -2.172 5.237
H -0.851 -1.953 6.907
C -1.960 4.907 6.912
C -2.958 4.270 5.893
C -3.885 5.274 5.285
O -3.740 4.980 3.930
C -2.882 4.109 3.645
O -2.694 3.805 2.483
O -2.202 3.861 4.756
H -2.543 5.434 7.667
H -1.323 5.628 6.400
H -1.509 4.344 7.729
H -3.537 3.395 6.187
H -3.525 6.272 5.535
H -4.920 5.135 5.596
C 8.315 -5.212 3.859
C 8.072 -4.308 2.558
C 6.663 -4.472 1.954
O 6.281 -3.157 1.734
C 7.205 -2.330 2.237
O 7.235 -1.149 1.917
O 8.174 -2.937 2.706
H 8.094 -6.257 3.644
H 7.655 -5.057 4.712
H 9.340 -5.128 4.221
H 8.709 -4.581 1.716
H 6.016 -4.763 2.781
H 6.561 -5.067 1.047
*
```

Computed properties:
HOMO energy (eV): -14.22
E (hartree): -4250.4691
M (g mol⁻¹): 835.8

(5)
Here is a structure of composition C28H42CeNO2Si at a distorted geometry from OMol25. Energies are from wB97M-V/def2-TZVPD.

Structure (ORCA input):
```
! wB97M-V def2-TZVPD RIJCOSX def2/J DEFGRID3
* xyz 0 2
O 0.367 -0.432 -3.911
C 0.539 0.704 -4.865
C 0.688 -0.026 -6.159
H 1.458 1.270 -4.654
H -0.374 1.312 -4.854
C 0.449 -1.199 -5.236
H 1.691 0.103 -6.577
H -0.096 0.173 -6.886
C 1.673 -2.060 -5.350
H 2.577 -1.496 -5.074
H 1.816 -2.455 -6.364
H 1.576 -2.959 -4.746
C -0.863 -1.875 -5.514
H -1.663 -1.136 -5.427
H -1.031 -2.692 -4.813
H -0.860 -2.267 -6.538
Ce -0.042 -0.413 -1.662
C -1.960 -0.762 0.090
C -2.166 0.654 0.099
C -2.641 1.032 -1.184
H -2.095 1.288 0.985
C -2.837 -0.173 -1.952
C -2.381 -1.280 -1.170
H -2.327 -2.306 -1.505
H -1.475 -1.325 0.891
H -2.866 2.067 -1.503
H -3.332 -0.256 -2.922
C 1.563 -2.024 -0.109
C 0.364 -2.678 -0.508
C 0.383 -2.833 -1.925
H -0.420 -3.049 0.141
C 1.616 -2.243 -2.358
C 2.351 -1.756 -1.247
H 3.377 -1.372 -1.274
H 1.844 -1.734 0.904
H -0.435 -3.210 -2.551
H 2.055 -2.236 -3.323
O 1.760 3.876 -3.966
C 1.146 3.127 -2.843
C -0.376 3.182 -3.002
H 1.422 3.592 -1.874
H 1.613 2.113 -2.814
C -0.597 4.445 -3.866
H -0.934 3.209 -2.063
H -0.767 2.299 -3.520
C 0.824 4.894 -4.314
H -1.066 5.254 -3.304
H -1.215 4.209 -4.733
H 1.119 5.777 -3.723
H 0.953 5.078 -5.394
C 3.403 1.543 -0.234
Si 2.402 1.409 1.351
C 3.447 0.361 2.495
C 2.273 3.128 2.112
N 0.799 0.700 1.123
C 0.117 0.523 2.300
C -0.137 -0.756 2.909
C -0.659 -0.854 4.193
C -0.982 0.291 4.926
C -0.810 1.549 4.346
C -0.316 1.669 3.061
H 4.474 1.632 0.022
H 3.127 2.452 -0.786
H 3.312 0.680 -0.900
H 4.453 0.796 2.466
H 3.093 0.390 3.530
H 3.532 -0.677 2.173
H 1.438 3.682 1.658
H 2.106 3.076 3.199
H 3.195 3.704 1.939
H 0.123 -1.652 2.342
H -0.816 -1.848 4.607
H -1.412 0.202 5.921
H -1.078 2.443 4.903
H -0.208 2.661 2.614
*
```

Computed properties:
Energy relative to the best compared isomer or geometry (same formula, charge and spin) (eV): 0.000
<S²>: 0.7512
HOMO energy (spin up / spin down) (eV): -6.23 / -6.23
E (hartree): -2061.8809
M (g mol⁻¹): 592.9

Q: Look up the M of the second one.
A: 885.2 g mol⁻¹